DFT (ωB97M-V/def2-TZVPD) results for a cluster of 2 separate species, C4H12NO in total at a distorted geometry.

CARTESIAN COORDINATES (ANGSTROEM)
1 C 1.62585 -0.94899 1.09300
2 C 0.43311 0.00465 0.82190
3 C 0.37291 1.08881 -0.22265
4 C -2.00577 1.48517 0.54270
5 N -0.89013 1.96865 -0.02963
6 H 1.46323 -1.29688 2.12438
7 H 1.51632 -1.96945 0.52084
8 H 2.56157 -0.45206 0.98786
9 H -0.44621 -0.62809 0.41111
10 H -0.06257 0.17346 1.81205
11 H 1.13484 1.91543 -0.30270
12 H 0.11677 0.65968 -1.20286
13 H -1.74863 0.61296 1.18164
14 H -3.00044 1.69765 0.23659
15 H -1.06953 2.68297 -0.70612
16 H 0.33577 -2.11251 -3.09141
17 H -0.14253 -2.91319 -1.97245
18 O -0.19457 -1.96826 -2.20426

Summary:
Calculated total energy ... -289.26231 a.u.
E_HOMO ... -14.8 eV
Frontier orbital gap ... 9.36 eV
Energy relative to the best compared isomer or geometry (same formula, charge and spin) ... 70.6 kcal per mole
LUMO level ... -5.4542 eV
Largest force on an atom ... 5.185 eV/Å
Total charge ... +1